[1]
This record from the Open Molecules 2025 dataset describes a single C6H8O3 molecule in a non-equilibrium geometry. The level of theory is the ωB97M-V functional and the def2-TZVPD basis.

CARTESIAN COORDINATES (ANGSTROEM)
O -1.6940 1.2917 -0.0172
O 0.5407 -1.5354 -0.3161
O -0.7807 0.0226 1.6870
C 0.9170 0.6576 -1.0800
C 1.4217 2.5299 0.9341
C 0.7261 1.6480 0.4713
C -0.0771 -0.3456 -0.6909
C -0.6450 0.5484 0.5772
C -0.3639 -2.5611 0.0887
H 0.6077 1.3905 -1.8145
H -0.9350 -2.2637 0.9684
H -2.1195 1.7793 0.7031
H 1.9562 0.3541 -1.0315
H 2.1525 3.2014 1.3211
H -1.0469 -2.8174 -0.7315
H -0.9115 -0.4724 -1.3908
H 0.2518 -3.4280 0.3216

Forces on atoms 1 to 3 (eV/Å):
O 0.6 0.4 0.5
O 0.0 0.2 -0.1
O 0.5 1.0 -0.2

Results
HOMO energy (spin up / spin down) = -0.31655 / -0.31657 Eh
DFT total energy = -458.93251 Eh
frontier orbital gap (spin up / spin down) = 7.275 / 7.276 eV

---

[2]
This record from the Open Molecules 2025 dataset describes 3 unconnected molecules or ions with the total composition C22H51BrF3N8O7P3 in a non-equilibrium geometry. The level of theory is the ωB97M-V functional and the def2-TZVPD basis.

CARTESIAN COORDINATES (ANGSTROEM)
Br -4.3630 -1.2853 -4.2771
P 0.9832 -4.1718 0.9781
P 4.0745 2.2073 3.3718
P -2.6869 -0.1709 -3.2076
F -0.4932 0.4441 -0.8230
F -0.7911 2.0768 0.6641
F -2.5323 3.0516 -1.2931
O 2.3850 -3.6249 1.2163
O 4.4727 3.5519 2.7781
O -1.5769 0.4234 -6.1964
O -3.6492 1.1928 -6.2550
O -2.5102 2.7833 -8.3272
O -3.0102 3.8492 -4.2393
O -3.3238 0.1022 -1.6902
N -4.6590 2.4903 -3.2901
N -5.6493 2.0415 -5.7041
N 2.3704 2.4506 3.2117
N 4.7234 2.5227 4.9390
N 0.3477 -3.6704 2.5066
N -0.6290 -4.6237 0.3700
N 1.4657 -5.8240 0.8817
N 3.8655 0.4969 3.8204
C -0.9269 1.9062 -4.0446
C -0.5559 2.7783 -2.8036
C 4.0417 2.3629 6.2101
C -1.8249 -4.9110 1.1316
C -2.4781 0.9395 -5.6477
C 5.5792 3.7078 5.0528
C 2.6792 -0.1543 4.3308
C -3.5359 2.5274 -4.2132
C -4.2283 2.3675 -5.6747
C -2.7692 3.7700 -7.3244
C -4.1368 3.5768 -6.6468
C 4.4143 -0.3502 2.7374
C -2.4142 1.4487 -4.1244
C -1.3251 2.4893 -1.5337
C 0.0500 -2.2515 2.6321
C -0.9967 -3.6944 -0.7188
C -0.0638 -4.4187 3.6711
C 0.8921 -6.9414 1.6095
C 1.3303 2.6628 4.1896
C 1.8368 2.3011 1.8672
C -0.8569 1.6685 -0.5839
C 2.9086 -6.0664 0.7834
H -1.6360 2.4324 -8.1164
H -0.5907 3.8580 -3.0031
H 1.7104 2.8776 5.1839
H 0.8435 2.7223 1.7764
H 0.6970 3.5141 3.9120
H -0.2426 1.0578 -4.1574
H 3.8084 -0.2838 1.8259
H -4.4939 4.5132 -6.1914
H -1.1701 -2.6812 -0.3341
H 1.1681 -6.9316 2.6694
H -2.8182 4.7367 -7.8633
H 0.8672 -1.6477 2.2291
H 3.1102 -7.0883 0.4541
H -3.7092 4.4756 -4.0111
H 1.2614 -7.8879 1.2058
H 6.1585 3.6824 5.9790
H -1.6774 -5.6677 1.8977
H -0.7723 2.5345 -4.9368
H -1.9431 3.8801 -6.6027
H 5.4320 -0.0287 2.4859
H -0.1880 -7.0145 1.5027
H -6.2120 2.8138 -5.3727
H 4.7529 2.4466 7.0365
H -4.5995 3.2032 -2.5747
H -4.8390 1.5728 -2.9079
H 0.3719 -3.9961 4.5845
H 2.4695 2.8194 1.1415
H 2.2568 0.3395 5.2025
H -0.8739 -1.9898 2.0945
H 3.3688 -5.4163 0.0448
H 3.2861 3.1385 6.3762
H 1.7778 1.2382 1.5845
H 1.8916 -0.2721 3.5746
H 0.2394 -5.4610 3.6432
H -1.8931 -4.0147 -1.2542
H -4.1768 -0.3561 -1.6131
H -2.2666 -4.0187 1.5962
H -1.1536 -4.3931 3.8078
H -0.1888 -3.6363 -1.4574
H -2.5748 -5.3285 0.4537
H -0.0805 -1.9561 3.6741
H 2.9540 -1.1570 4.6709
H 0.6625 1.7935 4.2694
H 0.4975 2.5572 -2.5731
H -5.8412 1.1809 -5.2033
H 3.4084 -5.9172 1.7488
H 4.4744 -1.4003 3.0289
H -4.8566 3.3652 -7.4512
H 3.6027 1.3761 6.3408
H 6.3047 3.7499 4.2456
H 4.9887 4.6327 5.0484

Forces on atoms 1 to 3 (eV/Å):
Br -0.1 0.6 0.4
P 0.4 -4.7 5.8
P -3.8 3.1 5.7

Results
HOMO energy = -0.28375 Eh
structure (SMILES) = N[C@]1(O)[C@@](N)(CCO)OC(=O)[C@]1(CCC(F)=C(F)F)P(O)Br.CN(C)P(=O)(N(C)C)N(C)C.CN(C)P(=O)(N(C)C)N(C)C
DFT total energy = -5730.99675 Eh
frontier orbital gap = 7.183 eV

---

[3]
This record from the Open Molecules 2025 dataset describes a single C18H24N2O4S molecule. The level of theory is the ωB97M-V functional and the def2-TZVPD basis.

CARTESIAN COORDINATES (ANGSTROEM)
S 0.7711 -3.3357 -2.2710
O 0.2676 0.7090 0.4852
O -2.6222 -1.7123 -3.7197
O 3.4471 0.9707 3.9743
O 2.7777 -2.9302 2.1735
N 1.7770 -2.9796 0.1451
N 0.5257 -1.2181 -0.6931
C 3.2809 0.1884 2.8125
C -0.3171 -2.2202 -3.2046
C 0.7949 -0.5205 0.4445
C 1.8104 -0.2306 2.7271
C -2.9230 1.2243 0.2642
C -4.2028 1.5026 -3.2762
C -3.9435 1.8219 -1.9496
C -3.1927 0.9312 -1.1812
C -2.9909 -0.5596 -3.0730
C -1.7829 -2.6395 -3.0834
C 2.0942 -2.3400 1.3657
C 4.7765 1.0868 4.4228
C -3.7445 0.3290 -3.8357
C 5.6701 1.9285 3.5125
C -4.4664 3.0951 -1.3583
C 1.5380 -1.0176 1.4812
C 1.0267 -2.4040 -0.8098
C -2.7068 -0.2403 -1.7521
H -3.8608 1.3801 0.7960
H -2.3949 0.4043 0.7434
H -4.7835 2.1834 -3.8814
H 5.2180 0.0860 4.5504
H -2.0547 -2.7798 -2.0306
H -0.2478 0.8512 -0.3228
H -5.1529 2.8852 -0.5383
H 6.6336 2.0827 3.9907
H 1.5865 -0.8459 3.6004
H 2.1555 -3.9102 0.0104
H 0.0049 -2.2544 -4.2443
H -2.1140 -0.9004 -1.1361
H 5.8321 1.4311 2.5593
H -4.9954 3.6764 -2.1088
H -3.9621 0.0736 -4.8602
H -2.3321 2.1332 0.3766
H -1.9426 -3.5858 -3.6087
H -0.1583 -1.2240 -2.7929
H 1.1862 0.6616 2.7470
H 3.5533 0.7629 1.9139
H 4.6960 1.5624 5.4040
H 3.9135 -0.7086 2.8618
H 5.2071 2.8951 3.3297
H -3.6527 3.7005 -0.9603

Forces on atoms 1 to 3 (eV/Å):
S 0.0 -0.2 -0.3
O 0.0 0.1 0.1
O -0.2 0.3 -0.1

Results
HOMO energy = -0.30982 Eh
structure (SMILES) = CCOCCc1c(O)nc(SCCOc2ccc(C)c(C)c2)[nH]c1=O
DFT total energy = -1508.98745 Eh
frontier orbital gap = 8.918 eV

---

[4]
This record from the Open Molecules 2025 dataset describes 10 unconnected molecules or ions with the total composition H20O10 in a non-equilibrium geometry. The level of theory is the ωB97M-V functional and the def2-TZVPD basis.

CARTESIAN COORDINATES (ANGSTROEM)
O -1.6296 3.3423 -3.3255
O -2.8292 0.8356 0.7841
O 1.4260 -1.1219 -1.9974
O 0.4664 2.6748 -1.4073
O 0.3013 -0.1980 0.4573
O 1.6877 0.2559 3.0901
O 3.0144 -0.2442 1.3789
O -0.9330 -2.4920 -2.0881
O -1.0862 -0.6429 3.3074
O -1.2237 -1.9020 -0.2939
H -0.4600 2.3847 -1.3895
H 1.6377 -0.6613 2.8401
H -0.2222 -1.8427 -1.9104
H 0.7477 0.6528 3.2273
H -1.5220 -1.8892 -2.6303
H 0.0360 -0.9493 0.8873
H 3.9351 -0.1463 1.0704
H -0.9555 2.6899 -3.1547
H 0.6197 3.3104 -0.6231
H -1.1699 -1.6227 3.0843
H 1.4549 -1.5239 -1.1566
H 0.2173 -0.3555 -0.4939
H -0.4452 -2.4925 -0.1168
H -1.9157 -2.5527 -0.4057
H -0.2528 -0.6892 3.7987
H -0.9854 4.0486 -3.6707
H -2.2248 1.5147 0.4478
H 2.3072 -0.6010 -1.9938
H 2.4757 -0.3520 0.6136
H -2.4717 0.5695 1.6705

Forces on atoms 1 to 3 (eV/Å):
O 1.6 1.9 -1.1
O 0.4 0.0 1.0
O 2.6 2.1 -1.4

Results
HOMO energy = -0.32160 Eh
structure (SMILES) = O.O.O.O.O.O.O.O.O.O
DFT total energy = -764.20119 Eh
frontier orbital gap = 8.605 eV

---

[5]
This record from the Open Molecules 2025 dataset describes a single C7H12N2 molecule in a non-equilibrium geometry. The level of theory is the ωB97M-V functional and the def2-TZVPD basis.

CARTESIAN COORDINATES (ANGSTROEM)
N -1.5987 -0.4674 -1.6858
N 0.9049 1.0703 -1.0027
C -1.3749 -1.1283 0.5372
C -0.5866 0.1916 0.7195
C 0.1481 0.0309 2.0390
C 0.8354 -0.4362 -1.1234
C -0.5826 -0.6997 -0.6215
C 1.9786 0.2105 -0.4888
C -0.1193 1.4853 0.0058
H -2.4642 -1.0504 0.4156
H -1.2896 0.3794 -2.1730
H 0.8535 -0.8114 2.0216
H 1.0788 -0.8374 -2.1123
H 2.9115 0.2298 -1.0765
H -0.9102 1.8500 -0.6542
H 2.1484 0.2320 0.5982
H -0.9601 -2.0245 1.0819
H -0.5248 -0.2076 2.8945
H 0.2789 2.2501 0.7134
H -1.4737 -1.1733 -2.4224
H 0.7467 0.9062 2.3339

Forces on atoms 1 to 3 (eV/Å):
N 1.4 1.9 -0.3
N 1.2 0.0 -0.6
C -0.3 -0.7 0.4

Results
HOMO energy = -0.27967 Eh
structure (SMILES) = C[C@@]12CN3C[C@H]3[C@@]1(N)C2
DFT total energy = -383.21864 Eh
frontier orbital gap = 8.574 eV

---

[6]
This record from the Open Molecules 2025 dataset describes 3 unconnected molecules or ions with the total composition C5H16N2O3 in a non-equilibrium geometry. The level of theory is the ωB97M-V functional and the def2-TZVPD basis.

CARTESIAN COORDINATES (ANGSTROEM)
O 1.6269 -1.9984 1.0757
O -0.7537 -3.0232 0.2352
O 0.9983 -0.2878 3.0770
N 0.0549 1.3681 0.1501
N -2.2309 -0.6647 -2.0894
C 0.4480 0.4462 2.2602
C -1.5644 0.5917 -1.6148
C 0.5195 2.5514 -0.6838
C -0.3594 0.2363 -0.7487
C 1.1663 0.9858 1.0381
H -2.3014 1.1820 -0.9777
H 1.2957 2.3174 -1.4340
H -0.3110 2.8694 -1.4159
H 0.1711 -2.6483 0.5961
H -2.6856 -1.2600 -1.3249
H 1.4431 -1.9089 1.9708
H -1.1913 1.2414 -2.4998
H 1.8813 1.8490 1.3872
H 2.4995 -2.5727 1.2161
H -1.5527 -1.2973 -2.5710
H -0.7108 -0.6541 -0.1010
H 1.8321 0.2615 0.6953
H 0.8920 3.4149 -0.1719
H 0.4618 -0.1789 -1.3929
H -0.6030 0.6183 2.3824
H -1.0262 -3.4392 0.9417

Forces on atoms 1 to 3 (eV/Å):
O 3.9 -3.1 -2.5
O 4.5 4.2 -4.6
O 1.9 -2.3 2.4

Results
expectation value of S² = 0.753
HOMO energy (spin up / spin down) = 0.02051 / -0.14694 Eh
charge = -1
multiplicity = 2
DFT total energy = -535.21661 Eh
frontier orbital gap (spin up / spin down) = 3.201 / 7.697 eV

---

Please write out number 1 again, unchanged.
This record from the Open Molecules 2025 dataset describes a single C6H8O3 molecule in a non-equilibrium geometry. The level of theory is the ωB97M-V functional and the def2-TZVPD basis.

CARTESIAN COORDINATES (ANGSTROEM)
O -1.6940 1.2917 -0.0172
O 0.5407 -1.5354 -0.3161
O -0.7807 0.0226 1.6870
C 0.9170 0.6576 -1.0800
C 1.4217 2.5299 0.9341
C 0.7261 1.6480 0.4713
C -0.0771 -0.3456 -0.6909
C -0.6450 0.5484 0.5772
C -0.3639 -2.5611 0.0887
H 0.6077 1.3905 -1.8145
H -0.9350 -2.2637 0.9684
H -2.1195 1.7793 0.7031
H 1.9562 0.3541 -1.0315
H 2.1525 3.2014 1.3211
H -1.0469 -2.8174 -0.7315
H -0.9115 -0.4724 -1.3908
H 0.2518 -3.4280 0.3216

Forces on atoms 1 to 3 (eV/Å):
O 0.6 0.4 0.5
O 0.0 0.2 -0.1
O 0.5 1.0 -0.2

Results
HOMO energy (spin up / spin down) = -0.31655 / -0.31657 Eh
DFT total energy = -458.93251 Eh
frontier orbital gap (spin up / spin down) = 7.275 / 7.276 eV

---

> Which of these has the lowest DFT total energy?

C22H51BrF3N8O7P3